# 1
2 unconnected molecules or ions with the total composition C5H12NO at a distorted geometry. Source: the OMol25 dataset; level of theory: ωB97M-V with the def2-TZVPD basis set.

```
19
Properties=species:S:1:pos:R:3:forces:R:3:lowdin_charge:R:1
C -1.019589 0.014013 -0.881697 -2.30 -0.42 -0.76 -0.22
O -1.638521 1.198422 -0.317187 1.87 0.05 -0.13 -0.01
C 0.423706 0.202325 -1.013195 -0.20 2.24 1.05 0.16
C 1.223018 0.439062 0.150773 0.34 0.66 -0.31 -0.15
C 2.477140 -0.453508 0.273097 -0.18 0.11 -0.62 -0.12
C 3.682437 -0.017184 0.619800 0.52 -0.83 -0.87 0.07
N -3.528615 -0.908756 0.798140 0.92 -0.26 0.48 0.04
H -1.545270 -0.101900 -1.830960 0.47 -0.55 -0.16 0.14
H -1.352628 -0.781696 -0.207250 0.23 -0.27 0.02 0.12
H -1.290731 1.908776 -0.879842 -0.62 0.40 0.30 0.11
H 0.826327 0.576616 -1.955121 0.26 -1.01 -0.29 0.16
H 1.653722 1.447495 -0.020043 0.01 -0.09 -0.13 0.17
H 0.638184 0.518223 1.067340 0.05 -0.53 0.04 0.15
H 2.350147 -1.468109 -0.089867 -0.24 -0.31 1.21 0.12
H 4.165122 0.908855 0.324328 -0.62 0.59 1.09 0.09
H 4.351407 -0.793643 0.975878 0.28 0.01 -0.42 0.08
H -3.371408 -1.160071 1.771274 -0.06 0.06 -0.17 0.03
H -4.188960 -1.574211 0.429532 -0.34 0.24 -0.15 0.03
H -3.855484 0.045284 0.785000 -0.40 -0.08 -0.17 0.02
```
Forces are in eV/Å.

Summary:
E_HOMO   -13.3 eV
Charge   +1
ΔE to the lowest compared entry with this formula, charge and spin   106.6 kcal per mole
DFT total energy   -327.28967 Eh
LUMO level   -7.24 eV
Molecular weight   102.16 g/mol

# 2
2 unconnected molecules or ions with the total composition C5H12NO at a distorted geometry. Source: the OMol25 dataset; level of theory: ωB97M-V with the def2-TZVPD basis set.

```
19
Properties=species:S:1:pos:R:3:forces:R:3:lowdin_charge:R:1
C -0.750867 0.925867 1.547363 -1.42 -0.26 1.95 -0.09
C 0.167932 -0.273477 1.329838 0.44 0.05 0.20 -0.19
C -0.319719 -1.095940 0.158010 0.79 -0.16 1.54 -0.30
C -0.859661 -2.290536 0.333720 -0.36 -0.11 -0.58 0.13
C 0.621177 -0.187402 -1.955613 -0.22 -0.21 1.25 0.17
N -0.325550 -0.441554 -1.133302 -1.12 -0.49 -0.80 0.08
H -1.640753 0.717659 2.189660 0.45 -0.89 -0.48 0.10
H -0.364723 1.685950 2.228913 0.68 0.43 -0.93 0.09
H -1.266035 1.256574 0.664541 0.43 0.83 -0.62 0.06
H 1.224161 0.025324 1.267463 -0.26 0.13 -0.49 0.12
H 0.163084 -0.914602 2.213028 -0.18 -0.06 -0.14 0.12
H -0.831204 -2.822806 1.271816 0.09 0.42 0.30 0.09
H -1.422007 -2.821853 -0.410765 0.15 -0.12 -0.63 0.08
H 0.296860 0.223818 -2.897730 0.51 0.08 -0.24 0.13
H 1.628783 -0.426418 -1.648252 0.09 0.00 -0.40 0.13
H -1.260961 -0.272648 -1.495171 -0.04 0.15 0.10 0.18
H 1.100748 2.444961 -0.712286 -0.05 -0.02 0.34 0.06
H 2.078362 2.405802 -1.846887 0.19 -0.31 0.30 0.08
O 1.760373 1.861280 -1.104346 -0.17 0.51 -0.66 -0.05
```
Forces are in eV/Å.

Summary:
E_HOMO   -14.4 eV
Charge   +1
ΔE to the lowest compared entry with this formula, charge and spin   37.9 kcal per mole
DFT total energy   -327.39911 Eh
LUMO level   -4.53 eV
Molecular weight   102.16 g/mol

# 3
A gas-phase ion, C5H12NO (charge +1) at a distorted geometry. Source: the OMol25 dataset; level of theory: ωB97M-V with the def2-TZVPD basis set.

```
19
Properties=species:S:1:pos:R:3:forces:R:3:lowdin_charge:R:1
C 0.225675 -0.966551 1.055505 1.37 0.82 1.65 0.09
C 1.220576 0.021322 0.325099 0.98 -0.41 1.35 -0.51
C 2.207240 -0.548906 -0.630305 0.49 -0.68 0.60 0.03
C -2.635698 0.312250 -0.165358 2.46 -2.51 0.48 -0.02
C -1.100088 0.803698 -0.195016 -2.33 -0.55 -1.98 -0.13
N -0.085026 -0.245852 -0.163450 -3.03 -0.85 -1.27 -0.07
O 1.395107 1.269096 0.843336 -1.29 -0.10 0.64 0.09
H 0.398723 -2.052359 1.024548 -0.16 0.68 -0.31 0.14
H -0.325843 -0.598382 1.967469 0.77 -0.26 -1.24 0.17
H 1.659824 -1.490172 -0.985312 1.86 0.90 0.19 0.12
H 3.148764 -0.705162 -0.019733 -0.85 -0.34 -1.30 0.13
H 2.363404 0.170514 -1.466337 0.03 -0.63 0.50 0.12
H -2.650752 -0.532794 -0.938158 -0.46 1.46 0.61 0.10
H -2.933949 -0.255109 0.779592 0.38 1.34 -0.95 0.09
H -3.256562 1.160737 -0.410983 -0.27 -0.11 -0.01 0.07
H -0.777228 1.561711 0.459805 -0.08 0.79 1.05 0.11
H -0.961610 1.169682 -1.217185 -0.15 0.51 0.19 0.14
H -0.093564 -0.849522 -0.997510 -0.21 0.53 0.33 0.19
H 2.201012 1.775805 0.733990 0.50 -0.60 -0.52 0.14
```
Forces are in eV/Å.

Summary:
E_HOMO   -15.2 eV
Charge   +1
ΔE to the lowest compared entry with this formula, charge and spin   44.6 kcal per mole
DFT total energy   -327.38845 Eh
LUMO level   -3.19 eV
Molecular weight   102.16 g/mol

# 4
A gas-phase ion, C5H12NO (charge +1) at a distorted geometry. Source: the OMol25 dataset; level of theory: ωB97M-V with the def2-TZVPD basis set.

```
19
Properties=species:S:1:pos:R:3:forces:R:3:lowdin_charge:R:1
C -0.419353 -1.670826 -0.901988 -0.59 0.18 -0.22 -0.21
O -0.212949 -1.800306 0.517019 0.67 0.42 -0.36 -0.08
C -1.197660 -0.377762 -1.242730 0.51 -1.23 0.19 -0.16
C -0.290810 0.858621 -1.186106 -1.22 -0.21 0.83 -0.15
C -0.252460 1.479723 0.239409 -0.66 -0.88 0.04 -0.12
C 1.806637 1.183701 1.453081 -0.10 -1.18 -0.62 0.18
N 0.703362 0.676798 1.063043 1.05 1.78 -0.76 0.06
H -0.941281 -2.559688 -1.254919 -0.17 0.08 0.02 0.13
H 0.541530 -1.681838 -1.422799 0.11 0.08 0.27 0.12
H -0.830075 -2.446836 0.841632 -0.26 -0.33 0.44 0.11
H -1.658254 -0.596632 -2.208273 0.17 0.59 -0.16 0.12
H -2.012400 -0.270349 -0.527414 -0.16 -0.04 -0.05 0.12
H -0.663287 1.609379 -1.879968 0.26 0.11 0.00 0.12
H 0.719952 0.551548 -1.427632 0.26 0.32 -0.41 0.11
H -1.157186 1.406445 0.851695 -0.40 -0.11 -0.75 0.14
H -0.071654 2.551323 0.147335 0.95 -0.19 0.55 0.13
H 2.540991 0.499799 1.868687 0.01 0.34 0.34 0.13
H 2.038429 2.206372 1.186821 -0.02 0.13 0.41 0.12
H 0.531316 -0.354762 1.086702 -0.41 0.13 0.26 0.13
```
Forces are in eV/Å.

Summary:
E_HOMO   -14.7 eV
Charge   +1
ΔE to the lowest compared entry with this formula, charge and spin   18.5 kcal per mole
DFT total energy   -327.43003 Eh
LUMO level   -4.61 eV
Molecular weight   102.16 g/mol

- charge of number 4 (C5H12NO)?
  +1